(1)
56
Properties=species:S:1:pos:R:3:mulliken_charge:R:1 method="wB97M-V/def2-TZVPD" de_lowest_kcal_mol=19.7 gap_ev="3.6 / 3.6" s2=2.0369 charge=-2 multiplicity=3
Ti -0.462 -0.832 0.978 0.01
O 0.926 -4.469 0.007 -0.86
C 0.879 -3.230 0.104 0.02
O -0.183 -2.596 0.505 0.05
C 2.005 -2.391 -0.298 0.39
C 2.960 -2.843 -1.181 -0.46
C 3.870 -1.990 -1.785 -1.37
C 3.717 -0.592 -1.601 0.90
C 4.411 0.360 -2.359 -0.68
C 4.196 1.722 -2.192 -0.38
C 3.275 2.162 -1.266 -0.94
C 2.565 1.239 -0.493 0.23
C 2.781 -0.124 -0.639 -0.25
N 2.039 -1.033 0.113 0.54
H 2.938 -3.899 -1.417 0.48
H 4.613 -2.363 -2.482 0.26
H 5.113 0.005 -3.105 0.33
H 4.751 2.432 -2.799 0.34
H 3.080 3.219 -1.145 0.35
H 1.823 1.589 0.215 0.37
C -0.832 3.156 2.072 -2.01
C -0.813 1.982 1.101 0.95
O -0.639 0.806 1.648 -0.06
C -0.922 2.162 -0.287 0.80
C -1.058 3.442 -0.886 -1.23
C -1.108 3.614 -2.250 -0.61
C -1.005 2.520 -3.098 -0.61
C -0.876 1.243 -2.553 -0.70
C -0.860 1.020 -1.179 0.50
O -0.805 -0.217 -0.730 0.04
H -0.625 2.763 3.069 0.38
H -1.804 3.664 2.084 0.38
H -0.065 3.895 1.824 0.41
H -1.107 4.306 -0.239 0.30
H -1.210 4.615 -2.657 0.34
H -1.031 2.656 -4.173 0.37
H -0.781 0.378 -3.200 0.39
N 2.264 -0.138 2.279 -0.83
C 1.548 -0.745 1.424 0.04
H 3.218 0.097 1.953 0.34
N -2.818 -3.309 -0.534 -0.76
N -2.818 -2.323 -1.598 -0.61
H -2.548 -2.852 0.348 0.43
H -2.042 -3.937 -0.749 0.33
H -1.979 -1.726 -1.522 0.31
H -3.606 -1.703 -1.408 0.31
C -4.338 -1.089 2.332 -1.00
O -3.118 -0.987 1.649 -0.12
C -1.925 -1.431 2.291 0.24
C -1.902 -1.253 3.790 -1.57
H -4.515 -2.121 2.673 0.33
H -5.127 -0.821 1.626 0.23
H -4.397 -0.414 3.198 0.31
H -0.911 -1.540 4.149 0.41
H -2.089 -0.206 4.088 0.27
H -2.653 -1.874 4.307 0.38

(2)
61
Properties=species:S:1:pos:R:3:mulliken_charge:R:1 method="wB97M-V/def2-TZVPD" de_lowest_kcal_mol=8.5 gap_ev="8.2 / 8.8" s2=2.0017 charge=+1 multiplicity=3
Pr 0.308 -0.420 0.176 1.10
O -1.010 0.073 -1.767 -0.14
C -1.980 -0.762 -2.454 -0.75
C -2.148 -2.028 -1.642 0.65
C -2.992 -3.013 -2.165 -0.92
C -3.033 -4.262 -1.550 -0.30
C -2.225 -4.491 -0.416 -0.90
C -1.446 -3.442 0.064 -0.33
N -1.428 -2.250 -0.540 0.30
H -1.003 0.973 -2.186 0.21
H -1.665 -1.060 -3.469 0.43
H -2.968 -0.259 -2.523 0.51
H -3.583 -2.773 -3.065 0.46
H -3.692 -5.040 -1.970 0.40
H -2.209 -5.430 0.132 0.45
H -0.787 -3.579 0.917 0.59
C 2.196 -1.620 -3.237 -1.33
C 2.657 -1.973 -1.900 0.51
N 1.955 -2.054 -0.779 -0.10
C 2.842 -2.543 0.207 0.34
C 4.114 -2.693 -0.382 -0.14
N 3.938 -2.331 -1.702 -0.04
C 5.467 -3.065 0.138 0.49
O 5.635 -3.289 1.443 -0.54
O 6.335 -3.139 -0.718 -0.60
C 2.332 -2.728 1.572 0.81
O 3.144 -3.175 2.402 -0.86
O 1.111 -2.335 1.638 -0.45
H 1.125 -1.477 -3.244 0.09
H 2.456 -2.400 -3.961 0.45
H 2.714 -0.681 -3.524 0.35
H 4.697 -2.384 -2.371 0.27
H 4.723 -3.244 1.938 0.46
C -2.432 5.284 -1.916 -1.54
C -2.373 4.315 -0.763 0.83
C -2.967 3.040 -0.791 -0.84
C -2.847 2.148 0.281 -0.47
C -2.100 2.521 1.386 0.47
C -1.467 3.765 1.418 -0.38
C -1.611 4.645 0.360 -0.74
S -1.875 1.422 2.722 1.12
O -1.449 0.127 2.170 -0.56
O -3.026 1.483 3.570 -0.69
N -0.626 1.928 3.689 -0.26
C 0.764 1.498 3.726 -0.85
C 1.822 2.164 2.794 -0.62
C 1.790 1.659 1.366 0.66
O 2.571 0.707 1.071 -0.67
O 0.897 2.121 0.638 -0.59
H -3.236 5.002 -2.574 0.40
H -1.516 5.269 -2.495 0.32
H -2.559 6.294 -1.552 0.40
H -3.545 2.732 -1.676 0.39
H -3.329 1.159 0.205 0.47
H -0.812 4.032 2.271 0.30
H -1.103 5.615 0.419 0.38
H -0.934 2.617 4.349 0.31
H 0.767 0.414 3.539 0.36
H 1.125 1.716 4.709 0.45
H 2.784 1.958 3.213 0.54
H 1.705 3.256 2.810 0.34

(3)
54
Properties=species:S:1:pos:R:3:mulliken_charge:R:1 method="wB97M-V/def2-TZVPD" de_lowest_kcal_mol=46.2 gap_ev="3.8 / 5.7" charge=+1
C -2.034 2.738 -2.393 -0.62
C -1.715 1.437 -2.025 0.04
C -0.329 1.040 -2.062 0.47
C 0.644 2.068 -1.954 0.51
C 0.292 3.394 -2.222 -0.70
C -1.032 3.712 -2.523 -0.67
C 2.006 1.726 -1.425 -0.34
C 2.322 0.268 -1.587 0.78
C 1.254 -0.656 -1.726 0.34
C 1.512 -2.035 -1.412 0.04
C 2.825 -2.482 -1.454 -0.67
C 3.886 -1.570 -1.564 -0.62
C 3.637 -0.197 -1.555 -0.71
H -3.080 3.009 -2.556 0.42
H 1.079 4.154 -2.225 0.46
H -1.289 4.726 -2.830 0.43
H 2.773 2.346 -1.911 0.62
H 3.031 -3.552 -1.392 0.42
H 4.912 -1.927 -1.607 0.42
H 4.451 0.532 -1.553 0.48
N -0.008 -0.286 -2.077 -0.39
Tl 0.766 2.468 1.632 0.76
C -2.719 0.468 -1.454 -1.40
H -2.579 -0.523 -1.902 0.40
H -3.750 0.811 -1.613 0.65
C 0.340 -2.869 -0.966 -1.34
H -0.493 -2.762 -1.674 0.44
H 0.605 -3.926 -0.832 0.65
P -2.398 0.266 0.380 0.96
P -0.318 -2.193 0.651 0.93
C 1.038 -2.784 1.727 -1.26
H 0.821 -2.513 2.768 0.47
H 1.130 -3.875 1.641 0.39
H 1.977 -2.308 1.422 0.32
C -1.533 -3.527 0.981 -1.26
H -1.017 -4.496 0.963 0.50
H -1.984 -3.367 1.966 0.37
H -2.318 -3.504 0.214 0.35
C -2.846 1.952 0.940 -1.31
H -3.841 2.225 0.562 0.44
H -2.864 1.977 2.038 0.42
H -2.115 2.691 0.587 0.22
C -3.955 -0.594 0.808 -1.28
H -4.017 -0.711 1.897 0.40
H -4.810 0.000 0.460 0.48
H -3.981 -1.587 0.342 0.33
C -1.223 -0.598 2.776 0.11
O -1.418 -0.733 3.901 -0.23
H 2.050 2.018 -0.301 -0.47
N 3.362 2.713 1.909 -0.74
C 3.576 2.389 3.033 0.64
N 3.880 2.079 4.244 -0.63
C 3.075 1.458 5.070 0.51
N 2.425 0.910 5.885 -0.55

(4)
56
Properties=species:S:1:pos:R:3:mulliken_charge:R:1 method="wB97M-V/def2-TZVPD" de_lowest_kcal_mol=414.9 gap_ev=8.6 smiles="COCCCn1c(SCC(=O)Nc2sc3c(c2C#N)CCCC3)nnc1-c1ccncc1"
C 4.068 1.754 -0.668 -0.67
H 3.923 2.959 -0.699 0.29
O 3.259 1.263 -1.842 -0.34
C 2.021 1.513 -1.762 0.79
C 1.497 1.083 -3.009 -1.55
H 0.428 0.996 -2.946 0.44
H 1.951 1.280 -3.776 0.77
C 1.757 -0.541 -3.297 -0.97
N 1.279 -1.340 -2.186 0.29
C -0.070 -1.586 -1.769 0.84
N -0.248 -2.310 -0.775 -0.65
N 1.075 -2.293 -0.271 -0.59
C 1.984 -1.633 -0.891 1.01
C 3.263 -1.825 -0.737 0.23
C 4.304 -2.027 -1.721 -0.36
C 5.693 -2.146 -1.236 -0.48
N 6.097 -1.571 0.036 -0.53
C 5.189 -1.344 0.850 -0.46
C 3.623 -1.307 0.481 -0.90
H 3.041 -1.185 1.322 0.52
H 5.564 -0.908 1.667 0.53
H 6.439 -2.520 -2.028 0.31
H 3.939 -2.621 -2.667 0.32
S -1.361 -1.456 -2.845 -0.23
C -2.858 -1.827 -2.167 -1.15
C -3.336 -0.916 -0.852 0.75
O -4.256 -0.326 -0.760 -0.45
N -2.442 -0.712 -0.030 -0.19
C -2.413 0.216 1.079 -0.35
C -1.507 0.869 1.862 -0.27
C -0.208 0.612 1.496 -0.12
N 1.025 0.555 1.329 -0.58
C -2.059 1.866 2.666 -0.18
C -3.265 2.111 2.619 1.79
S -3.985 1.010 1.376 -0.30
C -4.320 2.895 3.238 -0.94
C -3.393 3.640 4.451 -1.18
C -1.980 3.677 4.265 -0.51
C -1.192 2.641 3.603 -0.98
H -0.896 1.864 4.401 0.37
H -0.277 2.922 3.337 0.60
H -1.959 4.362 3.350 0.25
H -1.330 4.325 4.962 0.27
H -3.189 2.724 5.376 0.18
H -3.828 4.332 4.879 0.81
H -4.531 3.955 2.802 0.29
H -5.117 2.590 3.791 0.45
H -1.483 -1.142 0.268 0.29
H -2.497 -2.812 -1.554 0.31
H -3.501 -2.252 -2.691 0.88
H 1.252 -0.989 -4.170 0.39
H 2.788 -0.703 -3.283 0.45
H 1.653 2.652 -1.772 0.38
H 1.609 0.988 -0.738 -0.38
H 3.633 1.429 0.374 0.22
H 5.060 1.299 -0.743 0.27

(5)
63
Properties=species:S:1:pos:R:3:mulliken_charge:R:1 method="wB97M-V/def2-TZVPD" de_lowest_kcal_mol=30.9 gap_ev="5.0 / 5.0" charge=+1
Os -0.026 -0.473 0.340 2.01
S -0.080 -2.267 4.442 -0.21
C -0.769 -0.702 4.539 -0.60
C -0.854 -0.082 3.327 -1.20
C -0.313 -0.891 2.285 -0.28
C 0.156 -2.091 2.761 0.15
C 0.746 -2.989 1.802 1.29
C 1.204 -4.278 2.034 -0.94
C 1.722 -5.006 0.981 -0.65
C 1.767 -4.433 -0.283 -0.96
C 1.296 -3.148 -0.452 -0.46
N 0.805 -2.428 0.569 0.16
H -1.077 -0.318 5.499 0.52
H -1.248 0.914 3.194 0.54
H 1.135 -4.697 3.029 0.53
H 2.074 -6.017 1.138 0.46
H 2.142 -4.976 -1.138 0.53
H 1.276 -2.667 -1.419 0.89
O -2.710 -1.040 -2.885 -0.57
As -1.905 -1.797 -1.574 1.05
O -1.957 -3.407 -1.577 -0.74
O -0.296 -1.141 -1.477 -0.81
C -2.483 -1.103 0.166 -1.11
C -2.919 -2.152 0.999 -0.39
C -3.671 -1.898 2.129 -0.96
C -4.035 -0.592 2.431 -0.46
C -3.610 0.469 1.639 -0.75
C -2.844 0.218 0.520 0.66
S -2.137 1.616 -0.330 2.14
O -2.683 2.818 0.208 -0.76
O -2.268 1.377 -1.746 -0.83
O -0.678 1.450 0.094 -0.61
H -2.668 -0.071 -2.754 0.53
H -2.684 -3.169 0.702 0.65
H -4.000 -2.715 2.756 0.48
H -4.649 -0.391 3.300 0.46
H -3.857 1.492 1.891 0.61
C 0.117 2.029 -4.660 -0.96
N 0.053 2.906 -3.505 0.34
C -0.963 3.794 -3.220 -0.56
C -0.665 4.374 -2.042 -0.43
N 0.534 3.831 -1.619 0.37
C 1.224 4.159 -0.389 -0.81
C 0.979 2.935 -2.524 -0.35
Se 2.574 2.006 -2.498 -0.20
H -0.717 2.264 -5.315 0.33
H 0.058 0.990 -4.338 0.30
H 1.058 2.180 -5.185 0.38
H -1.812 3.917 -3.868 0.46
H -1.201 5.100 -1.458 0.46
H 0.603 4.845 0.180 0.29
H 2.186 4.621 -0.609 0.37
H 1.381 3.247 0.185 0.12
C 3.936 1.420 1.164 -0.93
S 3.061 -0.122 1.026 0.49
C 3.820 -0.776 -0.447 -0.55
O 1.678 0.453 0.530 -0.14
H 4.979 1.197 1.386 0.51
H 3.490 1.966 1.992 0.36
H 3.813 1.948 0.214 0.15
H 4.895 -0.794 -0.268 0.52
H 3.555 -0.120 -1.278 -0.06
H 3.459 -1.789 -0.597 0.18

(6)
60
Properties=species:S:1:pos:R:3:mulliken_charge:R:1 method="wB97M-V/def2-TZVPD" de_lowest_kcal_mol=5.7 gap_ev=6.4 charge=-2
Au -0.070 -0.954 -2.649 0.22
O -0.043 2.393 -2.493 -0.38
S -0.436 1.779 -3.839 1.03
O -0.027 2.723 -4.869 -0.75
O 0.357 0.498 -4.039 -0.75
O -1.862 1.492 -3.825 -0.68
O 0.903 0.868 -0.478 -0.50
S -0.246 1.797 -0.507 0.78
C 0.494 3.445 0.012 -0.92
C 1.421 4.078 -0.968 0.57
C 0.945 4.863 -2.018 -0.40
C 1.811 5.395 -2.955 -0.48
C 3.178 5.164 -2.854 -0.41
C 3.665 4.398 -1.807 -0.57
C 2.790 3.857 -0.874 -0.38
C -0.878 1.522 1.431 -1.57
C 0.177 1.352 2.426 0.55
C 1.029 0.235 2.389 0.10
C 2.072 0.100 3.288 -0.95
C 2.311 1.070 4.256 -0.42
C 1.490 2.189 4.300 -0.51
C 0.448 2.329 3.396 -0.24
H 1.021 3.170 0.924 0.22
H -0.368 4.075 0.239 0.53
H -0.121 5.014 -2.123 0.28
H 1.416 5.956 -3.792 0.33
H 3.856 5.561 -3.601 0.34
H 4.728 4.203 -1.725 0.33
H 3.170 3.233 -0.073 0.35
H -1.433 0.609 1.217 0.26
H -1.562 2.345 1.647 0.54
H 0.876 -0.512 1.621 0.54
H 2.721 -0.766 3.226 0.39
H 3.120 0.956 4.968 0.36
H 1.660 2.961 5.044 0.35
H -0.186 3.209 3.438 0.30
C -2.441 -5.136 -1.954 -1.21
C -2.976 -4.641 -0.611 -1.39
C -1.958 -3.795 0.181 2.80
C -2.599 -3.295 1.486 -1.53
C -1.664 -2.404 2.302 -0.91
C -0.780 -4.668 0.547 -0.12
O -0.893 -5.695 1.199 -0.71
N 0.425 -4.207 0.133 0.06
C 0.659 -3.254 -0.905 0.55
O 1.779 -3.232 -1.369 -0.65
N -0.378 -2.460 -1.265 -0.69
C -1.616 -2.578 -0.697 0.21
O -2.504 -1.772 -0.897 -0.68
H -3.202 -5.723 -2.472 0.47
H -1.561 -5.770 -1.820 0.25
H -2.163 -4.300 -2.597 0.28
H -3.268 -5.490 0.011 0.42
H -3.849 -4.008 -0.779 0.43
H -2.900 -4.166 2.074 0.41
H -3.492 -2.733 1.210 0.46
H -0.755 -2.936 2.590 0.25
H -2.153 -2.058 3.214 0.56
H -1.372 -1.523 1.726 -0.06
H 1.235 -4.764 0.363 0.28

(7)
53
Properties=species:S:1:pos:R:3:mulliken_charge:R:1 method="wB97M-V/def2-TZVPD" de_lowest_kcal_mol=2.8 gap_ev="6.7 / 7.2" s2=8.8003 charge=+1 multiplicity=6
Fe 0.008 0.883 -0.014 -0.22
C 6.141 -1.965 1.311 -1.22
C 4.656 -2.012 1.112 0.59
C 3.933 -3.089 0.654 -0.77
C 2.509 -3.056 0.691 0.75
N 1.857 -1.914 0.893 -0.13
C 2.563 -0.805 1.245 -0.08
S 1.844 0.713 1.583 -0.52
N 3.878 -0.886 1.327 -0.02
C 1.609 -4.275 0.403 -1.13
H 6.634 -2.838 0.854 0.34
H 6.273 -2.000 2.396 0.32
H 6.574 -1.040 0.863 0.38
H 4.470 -3.935 0.308 0.42
H 4.330 0.053 1.407 0.32
H 0.664 -4.068 1.024 0.25
H 2.014 -5.184 0.794 0.44
H 1.451 -4.408 -0.643 0.28
C -2.409 -0.168 2.250 -1.24
C -2.065 -1.068 1.101 0.85
C -2.825 -2.352 0.833 -1.38
O -1.246 -0.696 0.269 0.06
H -2.109 -0.707 3.124 0.38
H -3.479 0.011 2.234 0.38
H -2.001 0.818 2.195 0.27
H -3.829 -2.054 0.822 0.41
H -2.794 -3.089 1.682 0.38
H -2.434 -2.708 -0.084 0.31
C -1.984 5.237 0.443 -0.32
C -0.630 5.080 0.532 -1.00
C -0.110 3.808 0.441 0.38
C -0.908 2.657 0.387 -0.20
C -2.271 2.868 0.341 0.83
C -2.844 4.140 0.364 -1.02
H -2.548 6.125 0.435 0.42
H -0.078 5.970 0.463 0.41
H 0.973 3.801 0.325 0.30
H -2.935 2.023 0.311 0.46
H -3.940 4.285 0.403 0.37
Cl -4.745 -0.662 -2.610 -0.21
C -3.093 -0.114 -2.558 0.68
C -2.891 1.267 -2.430 -0.96
C -1.535 1.624 -2.348 -0.05
C -0.453 0.699 -2.389 0.44
C 0.924 1.064 -2.060 -1.31
C -0.768 -0.649 -2.766 -0.48
C -2.064 -1.077 -2.879 -1.02
H -3.759 1.905 -2.395 0.55
H -1.273 2.637 -2.222 0.66
H 1.295 2.091 -2.043 0.38
H 1.757 0.349 -2.260 0.31
H 0.098 -1.267 -2.922 0.43
H -2.433 -2.023 -3.197 0.54

(8)
53
Properties=species:S:1:pos:R:3:mulliken_charge:R:1 method="wB97M-V/def2-TZVPD" de_lowest_kcal_mol=144.9 gap_ev="6.2 / 4.9" s2=2.0159 charge=+2 multiplicity=3
Pr -0.885 0.476 0.075 0.47
Cl -2.039 -1.266 -1.096 -0.20
P 1.158 -0.482 -0.342 1.50
C 2.155 -0.778 1.165 0.79
C 3.379 -0.137 1.396 -0.65
C 4.094 -0.394 2.566 -0.69
C 3.597 -1.293 3.509 -0.52
C 2.377 -1.935 3.281 -0.82
C 1.654 -1.677 2.119 -0.61
C 1.072 -2.116 -1.148 0.59
C 0.531 -2.173 -2.439 -0.51
C 0.458 -3.388 -3.115 -0.80
C 0.910 -4.557 -2.500 -0.51
C 1.436 -4.508 -1.209 -0.75
C 1.520 -3.290 -0.533 -0.28
C 2.298 0.467 -1.415 0.80
C 1.843 1.654 -2.007 -0.54
C 2.700 2.425 -2.788 -0.78
C 4.017 2.013 -3.001 -0.56
C 4.473 0.828 -2.426 -0.78
C 3.621 0.059 -1.632 -0.39
H 0.151 -1.264 -2.898 0.46
H 0.033 -3.426 -4.114 0.43
H 0.842 -5.507 -3.023 0.42
H 1.777 -5.418 -0.724 0.44
H 1.922 -3.252 0.475 0.50
H 3.771 0.563 0.665 0.49
H 5.041 0.111 2.739 0.44
H 4.155 -1.491 4.419 0.43
H 1.984 -2.634 4.014 0.42
H 0.699 -2.166 1.939 0.49
H 0.812 1.961 -1.857 0.14
H 2.336 3.345 -3.240 0.43
H 4.681 2.610 -3.620 0.42
H 5.495 0.498 -2.593 0.43
H 3.981 -0.862 -1.185 0.58
H -0.329 0.950 1.436 0.10
H -0.203 1.860 -0.017 0.17
S -2.828 2.192 -0.887 -0.38
C -3.929 2.138 0.308 0.13
N -3.964 3.191 1.267 -0.11
C -5.179 3.444 2.010 -0.57
C -5.849 2.119 2.362 -0.56
C -6.169 1.319 1.094 -0.54
N -5.024 1.232 0.207 -0.06
H -3.287 3.963 1.167 0.30
H -5.861 4.076 1.399 0.30
H -4.934 3.992 2.944 0.37
H -6.777 2.287 2.949 0.34
H -5.137 1.535 2.985 0.26
H -7.006 1.791 0.533 0.33
H -6.487 0.301 1.403 0.34
H -5.090 0.616 -0.618 0.29